(one)
{
  "formula": "C3H12N2OS",
  "method": "the ωB97M-V functional and the def2-TZVPD basis",
  "symbols": ["N", "C", "C", "N", "C", "S", "H", "H", "H", "H", "H", "H", "H", "H", "H", "H", "O", "H", "H"],
  "positions_angstrom": [[-1.404, 0.804, 0.521], [-0.034, 0.283, 0.626], [0.365, -0.635, -0.565], [0.585, 0.210, -1.749], [1.577, -1.499, -0.189], [1.903, -2.828, -1.400], [-1.514, 1.186, -0.419], [-2.058, 0.031, 0.567], [0.653, 1.125, 0.530], [0.011, -0.297, 1.539], [-0.434, -1.353, -0.759], [-0.004, -0.112, -2.512], [1.532, 0.120, -2.092], [2.478, -0.894, -0.125], [1.390, -1.885, 0.807], [1.488, -3.822, -0.604], [-2.336, 2.977, 2.225], [-1.672, 2.692, 1.581], [-2.527, 3.896, 2.018]],
  "multiplicity": 1,
  "homo_energy_ev": -9.073,
  "lumo_energy_ev": 0.7
}

=====

(two)
{
  "formula": "C3H12N2OS",
  "method": "the ωB97M-V functional and the def2-TZVPD basis",
  "symbols": ["N", "C", "C", "N", "C", "S", "H", "H", "H", "H", "H", "H", "H", "H", "H", "H", "O", "H", "H"],
  "positions_angstrom": [[2.128, -0.197, 1.008], [1.033, 0.791, 0.720], [-0.393, 0.262, 0.105], [-0.844, -0.986, 0.849], [-1.549, 1.242, 0.246], [-2.956, 0.888, -0.895], [2.979, -0.032, 1.458], [1.757, -1.095, 1.487], [1.342, 1.568, 0.009], [0.719, 1.294, 1.639], [-0.259, 0.073, -0.932], [-0.662, -0.882, 1.866], [-0.333, -1.817, 0.614], [-1.283, 2.302, 0.029], [-1.651, 1.123, 1.294], [-3.299, -0.382, -0.782], [0.780, -1.210, -3.029], [1.290, -1.779, -3.576], [1.201, -1.163, -2.111]],
  "multiplicity": 1,
  "homo_energy_ev": -8.901,
  "lumo_energy_ev": 0.8
}

=====

Pick (one): it beats the second-best structure by 27.3 kcal/mol.

=====

(one)
{
  "formula": "C3H12N2OS",
  "method": "the ωB97M-V functional and the def2-TZVPD basis",
  "symbols": ["N", "C", "N", "C", "C", "S", "H", "H", "H", "H", "H", "H", "H", "H", "H", "H", "O", "H", "H"],
  "positions_angstrom": [[-1.009, 0.244, -0.153], [-0.633, -0.351, -1.402], [0.833, -0.093, -1.745], [1.714, -0.382, -0.588], [2.697, 0.746, -0.414], [3.614, 0.308, 1.167], [-0.988, 1.247, -0.097], [-1.758, -0.193, 0.361], [-1.183, 0.180, -2.193], [-0.930, -1.402, -1.491], [0.908, -0.793, -2.477], [2.192, -1.379, -0.659], [1.165, -0.562, 0.331], [2.232, 1.731, -0.424], [3.380, 0.796, -1.258], [4.551, 1.284, 1.084], [-5.747, -0.275, 3.021], [-5.218, -1.062, 2.994], [-5.821, -0.043, 3.943]],
  "multiplicity": 1,
  "homo_energy_ev": -8.881,
  "lumo_energy_ev": 0.7
}

=====

(two)
{
  "formula": "C3H12N2OS",
  "method": "the ωB97M-V functional and the def2-TZVPD basis",
  "symbols": ["N", "C", "C", "N", "C", "S", "H", "H", "H", "H", "H", "H", "H", "H", "H", "H", "O", "H", "H"],
  "positions_angstrom": [[0.644, 0.578, -1.915], [0.508, -0.801, -1.460], [-0.054, -0.743, 0.036], [0.683, -0.121, 1.166], [-0.630, -2.215, 0.380], [-1.708, -2.633, 1.588], [0.456, 0.903, -2.874], [0.124, 1.196, -1.367], [1.558, -1.162, -1.327], [0.043, -1.408, -2.217], [-0.940, -0.168, 0.005], [0.037, 0.555, 1.412], [1.444, 0.281, 0.639], [0.121, -3.099, 0.510], [-1.108, -2.421, -0.568], [-1.013, -2.083, 2.709], [0.027, 4.129, 1.065], [0.623, 4.759, 1.369], [-0.816, 4.452, 0.847]],
  "multiplicity": 1,
  "homo_energy_ev": -8.395,
  "lumo_energy_ev": 0.7
}

=====

Pick (one): it beats the second-best structure by 26.2 kcal/mol.

=====

(one)
{
  "formula": "C5H13N3",
  "method": "the ωB97M-V functional and the def2-TZVPD basis",
  "symbols": ["C", "C", "C", "N", "C", "N", "C", "N", "H", "H", "H", "H", "H", "H", "H", "H", "H", "H", "H", "H", "H"],
  "positions_angstrom": [[-1.544, 0.027, -1.280], [-0.967, -0.326, 0.132], [-1.513, 0.482, 1.339], [0.532, -0.073, 0.123], [0.938, 1.207, 0.089], [2.098, 1.685, -0.253], [1.363, -1.117, 0.222], [0.937, -2.264, -0.166], [-2.588, 0.543, -1.239], [-0.783, 0.638, -1.710], [-1.666, -0.899, -1.861], [-1.042, -1.337, 0.207], [-1.967, 1.427, 0.972], [-0.740, 0.496, 2.184], [-2.427, -0.007, 1.887], [0.250, 1.971, 0.325], [2.111, 2.756, -0.276], [2.901, 1.134, -0.560], [2.375, -0.962, 0.499], [1.576, -2.977, 0.195], [0.155, -2.403, -0.829]],
  "multiplicity": 1,
  "homo_energy_ev": -19.879,
  "charge": 2,
  "lumo_energy_ev": -9.9
}

=====

(two)
{
  "formula": "C5H13N3",
  "method": "the ωB97M-V functional and the def2-TZVPD basis",
  "symbols": ["C", "C", "C", "C", "N", "C", "N", "N", "H", "H", "H", "H", "H", "H", "H", "H", "H", "H", "H", "H", "H"],
  "positions_angstrom": [[-2.397, -0.187, 0.733], [-1.250, -0.118, 0.059], [-1.138, -0.568, -1.348], [0.089, 0.467, 0.730], [0.230, 1.924, 0.287], [1.264, -0.420, 0.260], [1.362, -1.653, 0.694], [2.083, -0.004, -0.623], [-2.529, 0.023, 1.733], [-3.169, -0.669, 0.175], [-0.465, -1.435, -1.353], [-2.151, -0.929, -1.638], [-0.604, 0.246, -1.964], [-0.068, 0.450, 1.785], [0.308, 2.085, -0.710], [1.014, 2.485, 0.557], [-0.676, 2.431, 0.531], [1.051, -2.023, 1.598], [2.194, -2.345, 0.578], [2.027, 0.827, -1.105], [2.826, -0.587, -0.981]],
  "multiplicity": 1,
  "homo_energy_ev": -17.894,
  "charge": 2,
  "lumo_energy_ev": -7.8
}

=====

(three)
{
  "formula": "C5H13N3",
  "method": "the ωB97M-V functional and the def2-TZVPD basis",
  "symbols": ["C", "N", "C", "C", "N", "N", "C", "C", "H", "H", "H", "H", "H", "H", "H", "H", "H", "H", "H", "H", "H"],
  "positions_angstrom": [[-0.517, -0.069, -2.416], [-0.630, 0.394, -1.252], [-1.833, 0.896, -0.666], [0.554, 0.391, -0.264], [1.477, 1.272, -0.682], [0.581, -0.417, 0.751], [-0.521, -1.321, 1.009], [1.637, -0.445, 1.764], [-1.478, 0.203, -3.031], [0.459, -0.492, -2.632], [-2.283, 0.233, 0.022], [-2.684, 1.048, -1.295], [-1.703, 1.851, 0.031], [2.437, 1.035, -0.518], [1.223, 2.176, -1.037], [0.001, -2.335, 0.944], [-0.886, -1.100, 1.910], [-1.404, -1.317, 0.251], [1.464, -0.862, 2.728], [2.535, -0.826, 1.178], [1.805, 0.560, 1.921]],
  "multiplicity": 1,
  "homo_energy_ev": -19.455,
  "charge": 2,
  "lumo_energy_ev": -9.4
}

=====

Pick (two): it beats the second-best structure by 7.6 kcal/mol.

=====

(one)
{
  "formula": "C4H4BrN",
  "method": "the ωB97M-V functional and the def2-TZVPD basis",
  "symbols": ["C", "C", "C", "C", "N", "Br", "H", "H", "H", "H"],
  "positions_angstrom": [[1.434, -1.495, -0.074], [-1.197, -0.728, -0.148], [-0.130, -0.006, -0.172], [0.374, 1.308, 0.085], [2.312, -2.229, 0.067], [-2.916, 0.208, 0.024], [-1.383, -1.814, -0.303], [1.108, 1.662, -0.517], [0.869, 1.082, 0.992], [-0.471, 2.012, 0.047]],
  "multiplicity": 1,
  "homo_energy_ev": -10.514,
  "lumo_energy_ev": -1.1
}

=====

(two)
{
  "formula": "C4H4BrN",
  "method": "the ωB97M-V functional and the def2-TZVPD basis",
  "symbols": ["C", "C", "C", "C", "N", "Br", "H", "H", "H", "H"],
  "positions_angstrom": [[1.303, 0.868, 0.706], [-1.451, -0.338, 0.585], [-0.766, -0.266, -0.510], [1.269, 0.059, -0.430], [1.445, 1.483, 1.648], [-1.269, -0.904, -2.173], [-2.447, -0.639, 0.549], [-1.147, 0.271, 1.508], [1.705, 0.467, -1.310], [1.358, -0.999, -0.573]],
  "multiplicity": 1,
  "homo_energy_ev": -10.011,
  "lumo_energy_ev": 0.1
}

=====

(three)
{
  "formula": "C4H4BrN",
  "method": "the ωB97M-V functional and the def2-TZVPD basis",
  "symbols": ["C", "C", "C", "N", "C", "Br", "H", "H", "H", "H"],
  "positions_angstrom": [[0.463, -1.103, 0.012], [-0.043, 0.275, -0.060], [1.018, 1.245, -0.003], [1.998, 1.814, 0.052], [-1.256, 0.748, -0.057], [-2.868, -0.301, -0.157], [0.835, -1.412, 1.046], [1.293, -1.121, -0.647], [-0.093, -1.917, -0.350], [-1.348, 1.771, 0.163]],
  "multiplicity": 1,
  "homo_energy_ev": -10.028,
  "lumo_energy_ev": 0.5
}

=====

Pick (three): it beats the second-best structure by 49.3 kcal/mol.

=====

(one)
{
  "formula": "C5H8N2",
  "method": "the ωB97M-V functional and the def2-TZVPD basis",
  "symbols": ["C", "N", "C", "C", "C", "C", "N", "H", "H", "H", "H", "H", "H", "H", "H"],
  "positions_angstrom": [[-2.288, 0.036, -0.383], [-0.830, 0.201, -0.531], [0.001, -0.889, 0.038], [1.209, -0.217, 0.402], [2.504, -0.579, 0.548], [0.760, 1.175, 0.573], [-0.385, 1.461, 0.072], [-2.795, 0.877, -0.863], [-2.512, -0.013, 0.681], [-2.562, -0.905, -0.864], [-0.007, -1.777, -0.587], [-0.648, 0.360, -1.532], [2.830, -1.588, 0.317], [3.255, 0.127, 0.886], [1.324, 1.971, 1.054]],
  "multiplicity": 1,
  "homo_energy_ev": -6.526,
  "lumo_energy_ev": 0.7
}

=====

(two)
{
  "formula": "C5H8N2",
  "method": "the ωB97M-V functional and the def2-TZVPD basis",
  "symbols": ["C", "N", "C", "N", "C", "C", "C", "H", "H", "H", "H", "H", "H", "H", "H"],
  "positions_angstrom": [[0.266, 0.405, -2.221], [0.295, 0.351, -0.774], [1.061, 1.089, 0.075], [1.004, 0.756, 1.346], [0.060, -0.243, 1.350], [-0.895, -0.753, 2.273], [-0.292, -0.665, 0.036], [-0.768, 0.452, -2.579], [0.794, 1.295, -2.576], [0.742, -0.481, -2.661], [1.626, 1.943, -0.300], [-1.886, -0.307, 2.200], [-1.389, -1.177, 0.781], [-0.632, -1.006, 3.306], [-0.053, -1.672, -0.320]],
  "multiplicity": 1,
  "homo_energy_ev": -8.204,
  "lumo_energy_ev": 0.7
}

=====

Pick (one): it beats the second-best structure by 7.8 kcal/mol.

=====

(one)
{
  "formula": "C5H8N2",
  "method": "the ωB97M-V functional and the def2-TZVPD basis",
  "symbols": ["C", "C", "C", "N", "C", "N", "C", "H", "H", "H", "H", "H", "H", "H", "H"],
  "positions_angstrom": [[-2.399, -0.187, -0.020], [-0.925, 0.090, -0.044], [-0.322, 1.318, -0.113], [1.044, 1.128, -0.085], [1.319, -0.208, -0.008], [2.664, -0.629, -0.040], [0.123, -0.883, 0.032], [-2.644, -1.068, -0.623], [-2.766, -0.379, 0.996], [-2.967, 0.658, -0.424], [-0.747, 2.312, -0.159], [1.744, 1.827, -0.267], [3.157, -0.391, 0.814], [2.721, -1.631, -0.166], [-0.001, -1.957, 0.106]],
  "multiplicity": 1,
  "homo_energy_ev": -7.515,
  "lumo_energy_ev": 1.0
}

=====

(two)
{
  "formula": "C5H8N2",
  "method": "the ωB97M-V functional and the def2-TZVPD basis",
  "symbols": ["C", "N", "C", "C", "C", "N", "C", "H", "H", "H", "H", "H", "H", "H", "H"],
  "positions_angstrom": [[2.313, 0.179, 0.027], [0.890, -0.088, 0.011], [0.333, -1.308, 0.285], [-1.034, -1.172, 0.273], [-1.325, 0.185, -0.023], [-2.660, 0.671, -0.101], [-0.116, 0.832, -0.183], [2.852, -0.718, -0.293], [2.561, 0.984, -0.670], [2.667, 0.462, 1.025], [0.975, -2.161, 0.466], [-1.788, -1.922, 0.457], [-3.046, 0.548, -1.031], [-2.739, 1.643, 0.164], [0.117, 1.865, -0.408]],
  "multiplicity": 1,
  "homo_energy_ev": -7.919,
  "lumo_energy_ev": 1.0
}

=====

(three)
{
  "formula": "C5H8N2",
  "method": "the ωB97M-V functional and the def2-TZVPD basis",
  "symbols": ["C", "N", "C", "C", "C", "C", "N", "H", "H", "H", "H", "H", "H", "H", "H"],
  "positions_angstrom": [[1.156, 1.344, 0.771], [0.132, 0.374, 0.439], [-0.938, -0.027, 1.199], [-1.701, -0.896, 0.460], [-1.082, -1.043, -0.805], [0.012, -0.210, -0.782], [1.153, -0.164, -1.617], [1.299, 2.002, -0.088], [0.824, 1.923, 1.636], [2.120, 0.875, 0.997], [-1.060, 0.351, 2.199], [-2.603, -1.390, 0.787], [-1.347, -1.721, -1.609], [1.149, -1.124, -1.052], [0.873, -0.345, -2.589]],
  "multiplicity": 1,
  "homo_energy_ev": -7.669,
  "lumo_energy_ev": 1.0
}

=====

Pick (one): it beats the second-best structure by 9.8 kcal/mol.